Molecular formula: C13H23BN5O6
Method: DFT, the ωB97M-V functional and the def2-TZVPD basis

HOMO = -11.66 eV
E_tot = -1259.06075 Eh
frontier orbital gap = 8.8 eV
energy relative to the best compared isomer or geometry (same formula, charge and spin) = 0.000 eV

ORCA input file:
```
! wB97M-V def2-TZVPD RIJCOSX def2/J DEFGRID3
* xyz 1 1
C 2.0978 -1.7105 3.4375
C 1.2428 -0.7936 3.0196
N 0.3277 -1.1236 1.9767
N -1.0191 -1.1760 2.1542
C -1.5195 -1.5256 0.9932
N -2.8501 -1.7766 0.7244
C -3.2223 -1.6036 -0.7174
C -2.9390 -0.3032 -1.4090
O -3.7528 -2.5103 -1.2492
C -3.7301 -0.8037 1.4748
C -4.9524 -1.4166 2.0478
O -3.4444 0.3365 1.5210
N -0.4791 -1.7004 0.1059
O -0.5691 -2.0968 -1.1956
B -0.6192 -3.5248 -1.4039
O -0.9475 -3.9154 -2.6364
O -0.2614 -4.3852 -0.4163
C 0.6844 -1.4304 0.7283
C 2.0031 -1.4816 0.0775
C 2.0773 -0.4043 -1.0477
H 1.9745 -2.7432 3.1508
H 2.9457 -1.4459 4.0442
H 1.1808 0.1774 3.4805
H -2.8263 -0.5424 -2.4583
H -2.0397 0.1861 -1.0599
H -3.8071 0.3398 -1.3061
H -4.6687 -2.2084 2.7321
H -5.5253 -1.8556 1.2335
H -5.5271 -0.6345 2.5207
H -1.0204 -3.1812 -3.2566
H -0.8236 -4.3708 0.3647
H 2.0840 -2.4734 -0.3569
H 2.7758 -1.3189 0.8114
H 2.2160 -0.9106 -1.9937
H 1.1470 0.1474 -1.1308
H 2.8661 0.3069 -0.8655
C 2.9976 3.4627 -2.1767
O 3.1644 2.2815 -1.9166
N 2.6192 4.3936 -1.2889
C 2.4413 5.7871 -1.6582
C 2.3842 3.9905 0.0864
H 3.1543 3.8663 -3.1891
H 3.1164 6.4197 -1.0805
H 1.4138 6.1003 -1.4672
H 2.6571 5.9193 -2.7155
H 3.2901 3.5574 0.5117
H 1.5945 3.2382 0.1278
H 2.0882 4.8565 0.6714
*
```

=====

Molecular formula: C13H23BN6PtSi
Method: DFT, the ωB97M-V functional and the def2-TZVPD basis

HOMO (alpha / beta) = -15.05 / -15.85 eV
E_tot = -1270.65719 Eh
frontier orbital gap (alpha / beta) = 8.9 / 5.1 eV
energy relative to the best compared isomer or geometry (same formula, charge and spin) = 0.000 eV

ORCA input file:
```
! wB97M-V def2-TZVPD RIJCOSX def2/J DEFGRID3
* xyz 2 5
H -2.1636 -1.7743 -1.3500
N -1.4922 0.2306 -1.2520
B -1.1211 2.7283 -1.6577
N -1.8465 1.3905 -1.8871
C -2.8700 1.1401 -2.7223
Pt -0.1752 0.0252 0.2517
H -3.2959 1.9670 -3.2835
C -3.1908 -0.2148 -2.6364
H -3.9823 -0.7274 -3.1420
C -2.2918 -0.7690 -1.7124
H -1.7462 3.6336 -2.1153
C 3.5485 -1.0842 1.1653
H 3.9853 -1.9778 1.6447
H 3.1839 -0.4054 1.9466
H 4.3201 -0.5561 0.5823
N 0.2614 2.6456 -2.3495
N -0.8991 2.9319 -0.1500
N 1.1212 1.6204 -1.9655
N -0.5037 1.9424 0.7043
C 0.7995 3.3948 -3.3301
C -1.0844 4.0548 0.5551
H 0.2267 4.2241 -3.7274
H -1.4271 4.9300 0.0316
C 2.0650 2.8864 -3.6177
C -0.8034 3.8042 1.8871
C 2.2200 1.7856 -2.7288
C -0.4167 2.4649 1.9581
H 2.7614 3.2670 -4.3452
H -0.8895 4.4796 2.7068
H 3.0950 1.1465 -2.6437
H -0.1042 1.8615 2.7913
H 2.7377 -1.3926 0.4699
C -0.8399 -0.5711 3.4867
Si -0.5547 -1.4740 1.8326
C 0.7600 -2.7939 2.1383
C -2.1832 -2.3626 1.4099
H 0.0632 -0.0641 3.8405
H -1.1288 -1.3091 4.2446
H -1.6347 0.1792 3.4305
H 0.3898 -3.4827 2.9052
H 0.9692 -3.3763 1.2391
H 1.7078 -2.3836 2.4886
H -2.4397 -3.0120 2.2576
H -3.0099 -1.6656 1.2377
H -2.0815 -2.9822 0.5125
*
```

=====

Molecular formula: C13H23BN6SiTi
Method: DFT, the ωB97M-V functional and the def2-TZVPD basis

HOMO (alpha / beta) = -15.15 / -15.14 eV
E_tot = -2000.86290 Eh
frontier orbital gap (alpha / beta) = 6.7 / 5.1 eV
energy relative to the best compared isomer or geometry (same formula, charge and spin) = 3.810 eV

ORCA input file:
```
! wB97M-V def2-TZVPD RIJCOSX def2/J DEFGRID3
* xyz 2 3
C -0.2789 3.0610 -0.5651
N -0.1140 1.8063 -1.0460
N 0.0601 1.7937 -2.4064
C -0.0178 3.0607 -2.7778
C -0.2334 3.8595 -1.6847
B 0.2534 0.5037 -3.2683
N 1.3887 -0.3895 -2.7228
N 1.4811 -0.6888 -1.3826
C 2.5885 -1.4834 -1.2140
C 3.1908 -1.6539 -2.4717
C 2.4148 -0.9570 -3.3787
Ti 0.0007 0.1308 -0.2262
N -1.0695 -0.3117 -3.3445
N -1.6575 -0.7951 -2.2136
C -2.8277 -1.4052 -2.6174
C -2.9661 -1.2728 -4.0485
C -1.8123 -0.5754 -4.4550
H -3.5102 -1.8795 -1.9685
H -1.4714 -0.2497 -5.4155
H -3.7423 -1.6135 -4.6808
H 0.5233 0.8630 -4.3762
H 2.5057 -0.8090 -4.4502
H 0.0864 3.2717 -3.8298
H 4.0874 -2.2207 -2.6870
H -0.3536 4.9254 -1.6579
H 2.8692 -1.8392 -0.2501
H -0.4244 3.1889 0.4987
H -0.8384 -1.5841 -0.2635
C -0.2365 -1.7053 0.7505
H 0.6167 -2.4194 0.5270
H 0.4210 -0.6985 1.3226
H -0.9643 -1.8860 1.5673
C -1.2318 0.1616 3.4749
Si -1.7984 0.7656 1.7442
C -3.2039 -0.5182 1.9022
C -2.7403 2.4300 1.7240
H -1.0151 -0.9140 3.4551
H -2.0247 0.3352 4.2160
H -0.3243 0.6987 3.7678
H -3.8412 -0.2296 2.7504
H -3.7788 -0.4751 0.9714
H -2.8440 -1.5381 2.0697
H -3.5297 2.4156 2.4946
H -2.0711 3.2756 1.9429
H -3.2143 2.6036 0.7447
*
```

=====

Molecular formula: C13H23F5NOPTeZr
Method: DFT, the ωB97M-V functional and the def2-TZVPD basis

HOMO = -11.95 eV
E_tot = -1794.27195 Eh
frontier orbital gap = 2.8 eV
energy relative to the best compared isomer or geometry (same formula, charge and spin) = 0.000 eV

ORCA input file:
```
! wB97M-V def2-TZVPD RIJCOSX def2/J DEFGRID3
* xyz 2 1
C 3.5550 -1.6720 -0.8162
C 3.3766 -0.8575 0.3031
C 2.0822 -0.5008 0.7338
C 0.9484 -0.8749 -0.0229
C 1.1628 -1.5202 -1.2531
C 2.4485 -1.9618 -1.6026
C 2.0315 0.2196 2.0583
C 3.0738 1.3854 2.1484
N 2.8591 2.4486 1.2156
Zr -1.1579 -0.6553 1.1779
C 0.0883 -1.7971 -2.2868
P -0.6722 -0.4057 -3.1579
H 4.2560 -0.4897 0.8508
H 2.5618 -2.5748 -2.4975
H 4.5520 -2.0694 -1.0557
H -0.6803 -2.4756 -1.8683
H 0.5638 -2.3647 -3.1102
H 1.0385 0.5746 2.3286
H 2.2863 -0.5140 2.8513
H 3.0031 1.8302 3.1539
C -1.8619 -0.8629 -4.4002
C 0.6166 0.6316 -3.8070
H 4.0831 0.9752 1.9495
C 3.5314 2.4786 -0.0397
C 2.0312 3.5785 1.5013
H -1.5057 0.3406 -1.8883
H 4.2134 3.3459 -0.1289
H 4.1274 1.5784 -0.1634
H 2.8377 2.5246 -0.9036
H 2.6190 4.4683 1.7880
H 1.4237 3.8769 0.6350
H 1.3520 3.3608 2.3178
H 0.6513 0.5451 -4.8971
H 0.4100 1.6805 -3.5501
H 1.5960 0.3918 -3.3851
H -1.4325 -0.6766 -5.3887
H -2.1413 -1.9233 -4.3556
H -2.7802 -0.2705 -4.3436
H -1.0910 0.9288 -2.2172
F -0.2167 -1.9786 2.2742
Te -3.1616 -2.6834 3.1756
F -3.1944 -4.3120 2.2185
F -1.0333 0.8696 2.3959
F -1.6933 -3.5439 4.0747
F -2.3431 0.3130 -0.1636
O -2.8261 -1.8523 1.4668
*
```

=====

Molecular formula: C13H23N4PS
Method: DFT, the ωB97M-V functional and the def2-TZVPD basis

HOMO = -8.21 eV
E_tot = -1467.29970 Eh
frontier orbital gap = 8.6 eV

ORCA input file:
```
! wB97M-V def2-TZVPD RIJCOSX def2/J DEFGRID3
* xyz 0 1
C 2.3185 0.6984 1.8350
N 0.7744 0.7113 1.7332
C 0.0826 0.2112 0.5639
N 0.6746 -0.1415 -0.5050
C 1.9768 0.0944 -1.0494
C 2.5727 1.0781 -1.5421
C 3.8197 1.0115 -2.1946
C 4.3235 0.0104 -2.6681
C 3.8426 -1.2169 -2.2091
C 2.6240 -1.2821 -1.3605
H 2.2148 -2.3635 -1.2169
H 4.3825 -2.1718 -2.4898
H 5.2869 0.1211 -3.0497
H 3.9997 1.9584 -2.7362
H 1.9324 2.1171 -1.4628
P -1.4329 -0.3109 0.6617
S -1.9022 -1.5247 2.1101
N -1.8980 -0.7798 -0.8613
C -2.0071 0.1640 -2.1251
H -2.5965 -0.2303 -2.7834
H -0.8522 0.1663 -2.5953
H -1.9161 1.0014 -1.7932
C -1.7745 -2.2285 -1.3490
H -1.7350 -2.9130 -0.3726
H -0.8803 -2.1402 -1.9936
H -2.6098 -2.4393 -1.9683
N -2.2833 1.3340 0.9806
C -3.8757 1.1305 0.9347
H -3.9275 0.0828 1.3837
H -4.0517 1.8166 1.9502
H -4.4016 1.4495 0.0589
C -1.8108 2.6661 0.4520
H -2.4006 2.9555 -0.3476
H -0.7038 2.5471 0.3233
H -1.8714 3.2452 1.4020
C 0.0939 0.9327 2.7402
H 0.3191 2.2653 3.0249
H -0.8177 0.6577 2.8419
H 0.5513 0.4196 3.6661
H 2.7378 1.6613 1.7925
H 2.6634 0.1014 2.8155
H 2.9694 0.1133 0.8818
*
```

=====

Molecular formula: C13H24AuN5O8P2
Method: DFT, the ωB97M-V functional and the def2-TZVPD basis

HOMO (alpha / beta) = -2.13 / -3.75 eV
E_tot = -2203.97348 Eh
frontier orbital gap (alpha / beta) = 4.9 / 6.5 eV
energy relative to the best compared isomer or geometry (same formula, charge and spin) = 2.170 eV

ORCA input file:
```
! wB97M-V def2-TZVPD RIJCOSX def2/J DEFGRID3
* xyz -1 2
Au 0.8479 -0.4621 -0.5360
C -3.4517 -1.4691 -1.9574
C -2.0108 -1.2030 -1.5787
O -1.8996 -0.8913 -0.1927
P -1.3912 0.5644 -2.6052
O -1.8837 2.1465 -3.1046
O -1.6283 -0.0620 -4.1058
O 0.1021 0.7585 -2.3908
P -0.9815 -2.7049 -1.8618
O -1.1272 -2.7776 -3.5171
O -1.6378 -3.9297 -1.3197
O 0.4914 -2.5010 -1.5749
H -4.0687 -0.5752 -1.8174
H -3.8474 -2.2835 -1.3446
H -3.5025 -1.7762 -3.0020
H -2.3450 -0.0364 -0.0729
H -2.5446 2.0532 -3.8058
H -1.3109 -0.9832 -4.1041
H -1.2105 -3.7224 -3.7059
O 1.6826 -1.4949 1.4247
N 1.1348 -2.6742 1.4064
C 1.7858 -3.7150 0.8503
C 1.2159 -4.9627 0.8003
C -0.0548 -5.1727 1.3162
C -0.7167 -4.0828 1.8605
C -0.1100 -2.8518 1.8956
H 2.7473 -3.4737 0.4271
H 1.7595 -5.7684 0.3279
H -0.5339 -6.1378 1.2495
H -1.7263 -4.1767 2.2327
H -0.5895 -1.9555 2.2542
C 2.1403 2.3677 -0.0446
N 2.3700 3.6930 0.5424
C 1.1430 4.4780 0.3852
N -0.0065 3.8419 1.0319
C -0.1867 2.5137 0.4338
N 1.0137 1.6844 0.6018
C 1.2980 1.5490 2.0316
N 1.5087 2.8581 2.6629
C 2.6197 3.5218 1.9743
C 0.3055 3.6662 2.4496
H 3.0378 1.7586 0.0807
H 1.9182 2.4647 -1.1083
H 0.9274 4.5921 -0.6787
H 1.2953 5.4651 0.8317
H -0.4093 2.6113 -0.6273
H -1.0257 2.0251 0.9343
H 2.1836 0.9261 2.1585
H 0.4578 1.0466 2.5148
H 3.5239 2.9233 2.1085
H 2.7734 4.5062 2.4260
H 0.4570 4.6507 2.9022
H -0.5398 3.1775 2.9406
*
```

=====

Molecular formula: C13H24BrN2O6PS4
Method: DFT, the ωB97M-V functional and the def2-TZVPD basis

HOMO = -8.83 eV
E_tot = -5578.83725 Eh
frontier orbital gap = 9.0 eV

ORCA input file:
```
! wB97M-V def2-TZVPD RIJCOSX def2/J DEFGRID3
* xyz 0 1
N 1.3877 -3.1975 -2.9125
C 0.6861 -2.3563 -2.5759
C -0.2215 -1.2659 -2.1536
S -1.8455 -1.8246 -2.8719
C 0.1484 0.1184 -2.7637
C 0.7779 0.0392 -4.1377
O 0.1756 0.0199 -5.1541
Br 2.7138 0.0435 -4.1548
C -0.2908 -1.1268 -0.5814
C -1.4710 -0.2900 -0.2914
N -2.3709 0.3748 -0.0615
C 0.9332 -0.3886 0.0958
C 2.3574 -0.7020 -0.3737
C 3.1256 -1.8618 0.2754
S 3.1694 -1.9145 2.0752
P -0.5331 -2.7190 0.3392
O 0.6491 -3.5735 0.3484
O -0.9576 -2.1102 1.7542
O -1.8232 -3.4513 -0.2262
H -2.3964 -0.6083 -2.9351
H 0.8026 0.6713 -2.1022
H -0.7736 0.6818 -2.9213
H 0.7473 0.6811 -0.0599
H 0.8525 -0.5401 1.1776
H 2.4023 -0.8588 -1.4533
H 2.9381 0.2105 -0.1830
H 2.8309 -2.8295 -0.1349
H 4.1828 -1.7173 0.0156
H 1.8644 -2.0759 2.3155
H -1.7344 -2.5573 2.1351
H -2.5923 -2.8762 -0.3680
C -0.8023 3.7217 -3.7248
S 0.7024 4.1557 -2.8432
O 0.9848 3.0355 -1.9026
C -0.0222 5.4720 -1.8636
H -0.5760 2.8756 -4.3722
H -1.5772 3.4534 -3.0054
H -1.1198 4.5660 -4.3359
H -0.8448 5.0710 -1.2715
H -0.3702 6.2631 -2.5272
H 0.7555 5.8575 -1.2079
C -1.7035 0.4108 4.7646
S -1.2927 -1.3360 4.7184
O -2.5807 -2.0844 4.7396
C -0.5881 -1.4085 6.3680
H -2.2127 0.6511 3.8331
H -2.3614 0.6069 5.6111
H -0.7856 0.9933 4.8427
H -1.3264 -1.0746 7.0970
H 0.3024 -0.7814 6.4020
H -0.3160 -2.4438 6.5619
*
```

=====

Molecular formula: C13H24CaClCsFO5P2
Method: DFT, the ωB97M-V functional and the def2-TZVPD basis

HOMO = -3.25 eV
E_tot = -2826.16664 Eh
frontier orbital gap = 0.9 eV

ORCA input file:
```
! wB97M-V def2-TZVPD RIJCOSX def2/J DEFGRID3
* xyz -1 1
C -1.0888 -1.7202 1.5330
C -0.3624 -2.8446 0.5866
C 0.5061 -3.9780 1.3917
C 1.9445 -3.4415 1.9946
O 3.0916 -3.6677 1.0931
P 3.0924 -2.5728 -0.2607
C 3.1987 -1.3496 -1.7469
C 1.9540 -1.4685 -2.8070
C 1.9094 -2.8633 -3.6723
H -1.0988 -0.6816 0.9449
H -0.5554 -1.5455 2.5598
H -2.2337 -2.0208 1.6325
H 0.2188 -2.2712 -0.2520
H -1.2381 -3.4336 0.0284
H -0.1511 -4.3075 2.3321
H 0.7268 -4.9470 0.7708
H 1.8897 -2.3273 2.4194
H 2.1559 -4.1134 2.9586
H 2.2714 -1.5856 0.4054
H 4.5430 -2.5130 -0.1805
H 2.5004 -3.6219 -1.0516
H 4.2679 -1.3967 -2.2466
H 3.1291 -0.2601 -1.2647
H 2.1057 -0.5892 -3.6000
H 0.8884 -1.2544 -2.3242
H 1.4838 -2.6984 -4.7684
H 2.9795 -3.3789 -3.6721
H 1.1089 -3.5688 -3.1390
F -0.7528 1.2803 3.3559
C -1.1644 2.1806 2.4532
C -0.5471 2.2327 1.2083
C -0.9787 3.1664 0.2663
C -2.0167 4.0458 0.5841
C -2.6266 3.9890 1.8382
C -2.2022 3.0478 2.7758
H 0.2632 1.5472 0.9823
H -0.5078 3.2100 -0.7126
H -2.3500 4.7769 -0.1494
H -3.4315 4.6773 2.0847
H -2.6711 2.9839 3.7521
Cl 0.2780 -4.3518 -1.9068
Ca 4.5169 -4.4684 -4.4387
O -5.5296 6.5189 0.3854
P -4.5573 7.0567 -0.6774
O -3.4728 7.9073 0.0038
O -5.3296 7.9224 -1.6866
O -3.8979 5.8784 -1.4126
Cs -2.2594 6.8196 1.6292
*
```

=====

Molecular formula: C13H24CoNO3S
Method: DFT, the ωB97M-V functional and the def2-TZVPD basis

HOMO (alpha / beta) = -10.73 / -10.69 eV
E_tot = -2570.96034 Eh
frontier orbital gap (alpha / beta) = 8.7 / 7.9 eV

ORCA input file:
```
! wB97M-V def2-TZVPD RIJCOSX def2/J DEFGRID3
* xyz 1 4
Co 0.2022 -0.0562 0.2156
S 2.5308 0.2460 0.6872
C 2.0655 1.7452 -0.0579
C 2.8600 2.8886 -0.2043
C 2.3140 4.0045 -0.7926
C 0.9861 3.9973 -1.2366
C 0.2593 2.8494 -1.0749
N 0.7895 1.7477 -0.5099
H 3.8795 2.8724 0.1546
H 2.9139 4.8981 -0.9099
H 0.5388 4.8653 -1.6987
H -0.7709 2.7768 -1.4022
C -2.7689 -0.1232 -0.9745
O -1.9071 0.3518 0.0672
C -2.5667 0.5218 1.3279
C -1.5841 1.2090 2.2325
O -0.3801 0.4385 2.2235
C 0.1582 0.0634 3.4970
H -3.5227 0.6303 -1.1989
H -3.2561 -1.0518 -0.6721
H -2.1550 -0.3028 -1.8533
H -2.8547 -0.4581 1.7184
H -3.4622 1.1341 1.2010
H -1.9824 1.2975 3.2429
H -1.3528 2.2061 1.8531
H 0.4997 0.9478 4.0329
H 1.0064 -0.5866 3.3045
H -0.5986 -0.4643 4.0797
C -0.6885 -2.9224 0.7932
C 0.4765 -2.9575 -0.1664
O 0.4896 -1.7412 -0.9340
C 1.4551 -1.7461 -2.0154
C 0.9803 -2.5724 -3.1902
H -0.6372 -3.7756 1.4691
H -1.6411 -2.9525 0.2632
H -0.6725 -2.0297 1.4318
H 0.3846 -3.7969 -0.8549
H 1.4293 -3.0423 0.3610
H 2.4053 -2.0982 -1.6132
H 1.5831 -0.7010 -2.2892
H 1.1087 -3.6429 -3.0329
H 1.5572 -2.2987 -4.0746
H -0.0720 -2.3710 -3.3995
*
```

=====

Molecular formula: C13H24CuF3N3O3Ta
Method: DFT, the ωB97M-V functional and the def2-TZVPD basis

HOMO = -16.31 eV
E_tot = -2896.30132 Eh
frontier orbital gap = 7.5 eV

ORCA input file:
```
! wB97M-V def2-TZVPD RIJCOSX def2/J DEFGRID3
* xyz 2 1
N -1.8487 -0.5026 1.0847
C -2.8576 -1.1924 1.3302
O -3.7882 -1.8509 1.6097
Cu -0.1903 3.0336 1.4909
Ta 0.0355 0.0394 0.9431
N 0.3095 1.8928 0.1111
N 0.6114 -1.3771 -0.2648
C -0.3969 2.4117 -1.1166
C 0.0007 -2.4227 -1.1049
C -0.1842 3.9331 -1.1926
C 0.1705 1.7661 -2.3760
C -1.8815 2.1058 -0.9614
C -0.4586 -3.5479 -0.1760
C 1.0168 -2.9574 -2.1168
C -1.1981 -1.8431 -1.8378
H -0.5149 4.4318 -0.2654
H -0.7884 4.3317 -2.0185
H 0.8686 4.1774 -1.3720
H 1.1889 2.1211 -2.5800
H -0.4631 2.0567 -3.2278
H 0.1854 0.6681 -2.3201
H -2.0897 1.0305 -0.8571
H -2.4084 2.4808 -1.8529
H -2.2999 2.6209 -0.0836
H 0.3964 -3.9872 0.3511
H -0.9464 -4.3311 -0.7746
H -1.1772 -3.1769 0.5659
H 1.7999 -3.5507 -1.6313
H 1.4769 -2.1379 -2.6812
H 0.4957 -3.6127 -2.8275
H -1.6419 -2.6439 -2.4499
H -0.8972 -1.0310 -2.5128
H -1.9685 -1.4820 -1.1489
C 1.7896 2.1340 0.1020
H 2.3498 1.2309 0.4099
H 2.1141 2.4214 -0.9065
H 2.0622 2.9501 0.7970
C 1.9694 -1.6828 0.2657
H 2.1688 -1.1307 1.2094
H 2.0517 -2.7561 0.4993
H 2.7488 -1.4149 -0.4655
F 0.6828 1.3665 5.4122
C 0.3863 0.1256 4.9835
F 1.3681 -0.7172 5.3562
F -0.7668 -0.2705 5.5672
C 0.2308 0.1070 3.4486
O -0.0440 1.1609 2.7867
O 0.3317 -0.9782 2.7980
*
```